Version A
2 unconnected molecules or ions with the total composition C4H9NO2, computed with ωB97M-V with the def2-TZVPD basis set.

ORCA input file:
```
! RIJCOSX wB97M-V def2-TZVPD def2/J DEFGRID3
* xyz 0 1
C 0.338 1.596 0.348
C -1.862 -0.073 -0.644
C -1.006 -0.381 0.538
N 0.038 0.299 0.933
H -1.292 -1.244 1.145
H -0.412 2.339 0.628
H 1.305 1.926 0.734
H 0.415 1.552 -0.743
H -2.598 0.689 -0.371
H -2.391 -0.979 -0.946
H -1.268 0.288 -1.484
C 1.474 -1.202 0.355
O 2.479 -0.626 -0.368
O 0.737 -2.058 -0.228
H 2.241 -0.806 -1.296
H 1.803 -1.320 1.399
*
```

The highest occupied orbital energy comes out at -9.540 eV. The calculation puts the lowest unoccupied orbital energy at 0.6 eV. For the molar mass, the calculation gives 103.12 Da. As for the SMILES: C/C=N\C.O=CO.

List of Löwdin charges in e, atom by atom: -0.12 -0.06 -0.20 -0.07 0.12 0.08 0.08 0.07 0.09 0.08 0.08 -0.41 0.05 -0.06 0.12 0.14

***

Version B
C4H9NO2 in the gas phase, computed with ωB97M-V with the def2-TZVPD basis set.

ORCA input file:
```
! RIJCOSX wB97M-V def2-TZVPD def2/J DEFGRID3
* xyz 0 1
C -0.349 -1.115 1.629
N -0.995 -0.002 0.911
C -0.297 0.624 -0.199
C -0.193 -0.392 -1.368
O 0.343 0.216 -2.554
C 1.151 1.065 0.047
O 1.549 2.192 0.179
H -1.086 -1.445 2.355
H -0.270 -1.915 0.895
H 0.611 -0.877 2.084
H -1.256 0.739 1.548
H -0.901 1.452 -0.577
H -1.179 -0.792 -1.583
H 0.512 -1.156 -1.021
H 0.456 1.160 -2.341
H 1.903 0.248 -0.003
*
```

The highest occupied orbital energy comes out at -9.156 eV. The calculation puts the lowest unoccupied orbital energy at 0.7 eV. For the molar mass, the calculation gives 103.12 Da. As for the SMILES: CN[C@@H](C=O)CO.

List of Löwdin charges in e, atom by atom: -0.10 -0.08 -0.32 -0.22 -0.06 -0.23 0.07 0.08 0.07 0.08 0.11 0.15 0.12 0.11 0.08 0.13

***

Version C
A molecular structure, C4H9NO2, computed with ωB97M-V with the def2-TZVPD basis set.

ORCA input file:
```
! RIJCOSX wB97M-V def2-TZVPD def2/J DEFGRID3
* xyz 0 1
C 0.018 1.924 0.417
N -0.482 1.013 1.456
C -1.057 -0.183 1.394
O -1.227 -0.965 0.322
C -0.547 -0.816 -0.938
C 0.824 -1.465 -0.865
O 1.717 -0.777 -0.016
H 0.324 2.857 0.897
H 0.893 1.474 -0.062
H -0.732 2.159 -0.346
H -1.469 0.743 2.166
H -1.174 -1.351 -1.656
H -0.473 0.230 -1.240
H 0.707 -2.515 -0.558
H 1.273 -1.449 -1.863
H 1.407 -0.876 0.895
*
```

The highest occupied orbital energy comes out at -8.604 eV. The calculation puts the lowest unoccupied orbital energy at 0.9 eV. For the molar mass, the calculation gives 103.12 Da.

List of Löwdin charges in e, atom by atom: -0.11 -0.06 -0.24 -0.07 -0.16 -0.24 -0.07 0.07 0.07 0.08 0.16 0.13 0.10 0.13 0.13 0.09

***

Version D
C4H9NO2 in the gas phase, computed with ωB97M-V with the def2-TZVPD basis set.

ORCA input file:
```
! RIJCOSX wB97M-V def2-TZVPD def2/J DEFGRID3
* xyz 0 1
C 0.722 0.448 -0.207
C 0.457 -1.077 0.207
C -0.280 1.374 0.467
N 0.017 -1.797 -0.971
C -1.695 0.905 0.283
O 1.997 0.886 0.174
O -2.131 0.159 -0.562
H 2.659 0.318 -0.236
H 0.603 0.468 -1.297
H -0.034 -2.797 -0.769
H -0.924 -1.484 -1.222
H 1.433 -1.483 0.495
H -0.179 -1.196 1.101
H -0.059 1.432 1.537
H -0.194 2.384 0.062
H -2.392 1.462 0.939
*
```

The highest occupied orbital energy comes out at -9.271 eV. The calculation puts the lowest unoccupied orbital energy at 0.9 eV. For the molar mass, the calculation gives 103.12 Da. As for the SMILES: NC[C@H](O)CC=O.

List of Löwdin charges in e, atom by atom: -0.38 -0.23 -0.11 -0.01 -0.25 -0.03 0.05 0.10 0.14 0.07 0.05 0.11 0.11 0.13 0.13 0.12

***

Tell me which of them is the least stable. Sure, it is version C.

***

Version A
2 unconnected molecules or ions with the total composition C4H9NO2, computed with ωB97M-V with the def2-TZVPD basis set.

ORCA input file:
```
! RIJCOSX wB97M-V def2-TZVPD def2/J DEFGRID3
* xyz 0 1
C -1.191 -0.255 -0.001
C -2.405 0.492 -0.518
H -2.307 0.724 -1.578
H -1.020 -1.190 -0.535
H -1.291 -0.470 1.061
H -0.206 0.294 -0.403
H -3.292 -0.137 -0.437
H -2.561 1.401 0.061
C 1.297 0.742 0.501
C 2.041 -0.228 -0.579
O 1.268 0.196 1.740
N 2.141 -1.472 -0.484
O 1.410 1.933 0.336
H 1.972 -0.436 1.941
H 1.658 -1.879 0.322
H 2.486 0.285 -1.428
*
```

The highest occupied orbital energy comes out at -9.977 eV. The calculation puts the lowest unoccupied orbital energy at 0.1 eV. For the molar mass, the calculation gives 103.12 Da. As for the SMILES: [H]/N=C\C(=O)O.CC.

List of Löwdin charges in e, atom by atom: -0.16 -0.15 0.07 0.07 0.08 0.08 0.06 0.07 -0.55 -0.14 0.07 0.11 0.10 0.12 0.06 0.11

***

Version B
C4H9NO2 in the gas phase, computed with ωB97M-V with the def2-TZVPD basis set.

ORCA input file:
```
! RIJCOSX wB97M-V def2-TZVPD def2/J DEFGRID3
* xyz 0 1
N 2.284 -0.949 1.516
C 0.958 -0.917 1.209
O 0.177 -1.717 1.695
C 0.548 0.149 0.196
C -0.972 0.315 0.137
C -1.533 0.412 -1.264
O -1.076 1.609 -1.863
H 2.599 -1.677 2.136
H 2.959 -0.329 1.103
H 1.055 1.095 0.416
H 0.939 -0.176 -0.778
H -1.415 -0.556 0.628
H -1.287 1.201 0.703
H -1.206 -0.464 -1.849
H -2.632 0.386 -1.214
H -1.396 1.618 -2.770
*
```

The highest occupied orbital energy comes out at -9.883 eV. The calculation puts the lowest unoccupied orbital energy at 0.9 eV. For the molar mass, the calculation gives 103.12 Da. As for the SMILES: NC(=O)CCCO.

List of Löwdin charges in e, atom by atom: 0.15 -0.54 0.04 -0.11 -0.19 -0.29 -0.07 0.11 0.10 0.12 0.13 0.11 0.12 0.12 0.12 0.08

***

Version C
C4H9NO2 in the gas phase, computed with ωB97M-V with the def2-TZVPD basis set.

ORCA input file:
```
! RIJCOSX wB97M-V def2-TZVPD def2/J DEFGRID3
* xyz 0 1
C -2.099 -0.006 -0.511
C -0.592 0.227 -0.449
O -0.340 1.463 0.258
C 0.177 -0.890 0.315
C 1.666 -0.719 0.482
O 2.305 -1.766 0.533
N 2.251 0.492 0.475
H -2.519 -0.055 0.499
H -2.324 -0.938 -1.037
H -2.611 0.811 -1.041
H -0.200 0.336 -1.471
H -0.761 2.179 -0.243
H -0.314 -1.031 1.285
H 0.405 -1.926 -0.038
H 3.258 0.489 0.451
H 1.699 1.334 0.491
*
```

The highest occupied orbital energy comes out at -9.577 eV. The calculation puts the lowest unoccupied orbital energy at 0.7 eV. For the molar mass, the calculation gives 103.12 Da. As for the SMILES: C[C@@H](O)CC(N)=O.

List of Löwdin charges in e, atom by atom: -0.06 -0.40 -0.07 -0.06 -0.56 0.01 0.18 0.09 0.08 0.08 0.14 0.10 0.13 0.14 0.11 0.09

***

Tell me which of them is the least stable. Sure, it is version A.

***

Version A
C4H9NO2 in the gas phase, computed with ωB97M-V with the def2-TZVPD basis set.

ORCA input file:
```
! RIJCOSX wB97M-V def2-TZVPD def2/J DEFGRID3
* xyz 0 1
N 1.713 0.559 0.903
C 0.870 -0.523 1.113
O 0.552 -0.857 2.234
C 0.282 -1.174 -0.128
C -1.142 -0.656 -0.401
C -1.204 0.783 -0.921
O -0.937 1.761 0.059
H 2.274 0.597 0.064
H 2.171 0.881 1.747
H 0.917 -1.018 -1.013
H 0.247 -2.248 0.082
H -1.616 -1.317 -1.137
H -1.726 -0.728 0.525
H -0.530 0.891 -1.792
H -2.219 0.991 -1.276
H -0.008 1.683 0.328
*
```

The highest occupied orbital energy comes out at -10.074 eV. The calculation puts the lowest unoccupied orbital energy at 0.7 eV. For the molar mass, the calculation gives 103.12 Da. As for the SMILES: NC(=O)CCCO.

List of Löwdin charges in e, atom by atom: 0.14 -0.54 0.07 -0.12 -0.17 -0.28 -0.07 0.11 0.11 0.11 0.12 0.11 0.12 0.12 0.12 0.05

***

Version B
2 unconnected molecules or ions with the total composition C4H9NO2, computed with ωB97M-V with the def2-TZVPD basis set.

ORCA input file:
```
! RIJCOSX wB97M-V def2-TZVPD def2/J DEFGRID3
* xyz 0 1
C 0.341 -0.497 1.778
C -0.014 0.160 0.449
C 1.251 0.410 -0.398
O 1.097 1.374 -1.407
N -0.981 -0.664 -0.288
C -2.105 -0.032 -1.896
O -1.608 0.948 -2.241
H -0.573 -0.725 2.334
H 0.980 0.144 2.392
H 0.873 -1.440 1.597
H -0.467 1.146 0.615
H 2.048 0.791 0.254
H 1.609 -0.555 -0.802
H 0.261 1.214 -1.866
H -0.714 -1.634 -0.396
H -2.000 -0.638 -0.125
*
```

The highest occupied orbital energy comes out at -9.189 eV. The calculation puts the lowest unoccupied orbital energy at 1.0 eV. For the molar mass, the calculation gives 103.12 Da.

List of Löwdin charges in e, atom by atom: -0.07 -0.40 -0.24 -0.06 -0.03 -0.03 0.00 0.08 0.08 0.08 0.15 0.12 0.13 0.04 0.10 0.06

***

Version C
A molecular structure, C4H9NO2, computed with ωB97M-V with the def2-TZVPD basis set.

ORCA input file:
```
! RIJCOSX wB97M-V def2-TZVPD def2/J DEFGRID3
* xyz 0 1
N 1.385 0.569 1.392
C 1.445 -0.711 0.925
O 1.933 -1.636 1.550
C 0.827 -0.881 -0.444
C -1.630 -0.125 -0.223
C -1.225 0.967 -1.059
O -0.296 1.734 -0.785
H 1.850 0.783 2.261
H 0.932 1.300 0.854
H 1.571 -1.065 -1.209
H 0.188 -1.776 -0.424
H -2.124 -1.024 -0.625
H -1.205 -0.261 0.771
H -1.759 0.983 -2.022
H -2.325 1.050 -0.212
H 0.434 0.093 -0.749
*
```

The highest occupied orbital energy comes out at -9.479 eV. The calculation puts the lowest unoccupied orbital energy at 0.6 eV. For the molar mass, the calculation gives 103.12 Da.

List of Löwdin charges in e, atom by atom: 0.16 -0.59 0.03 -0.04 0.02 -0.48 -0.05 0.11 0.08 0.10 0.10 0.11 0.09 0.14 0.21 0.02

***

Tell me which of them is the least stable. Sure, it is version C.